Formula: C23H46Br2N6O3
Source: the Open Molecules 2025 dataset
Level of theory: wB97M-V/def2-TZVPD

The energy above the lowest of the compared OMol25 structures with the same formula, charge and spin comes out at 0.0 kcal per mole. The total energy comes out at -179762.139 eV. The structure (SMILES) is CN(C)C=O.CN(C)C=O.CN(C)C=O.BrCCBr.CCCC#N.CCCC#N.CCCC#N. The frontier orbital gap is 9.15 eV.

Cartesian coordinates (Å):
C: 5.2241 -1.6458 -1.1015
N: 5.3368 -0.2346 -0.7306
C: 6.4543 0.2098 0.0696
C: 4.4368 0.6437 -1.2638
O: 4.5468 1.8531 -1.0271
H: 4.2103 -1.9412 -1.3718
H: 5.4443 -2.3385 -0.2893
H: 5.9558 -1.9233 -1.8602
H: 7.1302 0.7014 -0.6302
H: 6.2254 0.9042 0.8781
H: 6.8933 -0.6541 0.5686
H: 3.7680 0.2219 -2.0300
C: 0.1026 -5.4533 -1.9921
N: 1.2631 -4.6477 -2.1701
C: 1.4199 -3.4696 -1.3026
C: 2.2204 -4.9672 -3.0941
O: 3.2200 -4.2929 -3.2482
H: -0.0943 -5.7549 -0.9633
H: 0.2822 -6.4089 -2.4847
H: -0.8436 -5.1310 -2.4268
H: 0.7307 -3.4897 -0.4584
H: 2.4785 -3.5308 -1.0502
H: 1.2964 -2.5764 -1.9149
H: 1.9732 -5.8109 -3.7569
C: 2.2540 -2.6253 3.7589
N: 1.3741 -1.9221 2.8603
C: -0.0449 -2.1441 3.2378
C: 1.7597 -1.2336 1.8308
O: 1.0063 -0.7662 0.9802
H: 2.2021 -2.1212 4.7239
H: 3.2588 -2.6840 3.3404
H: 1.9517 -3.6494 3.9780
H: -0.7754 -2.5690 2.5494
H: -0.2077 -2.7461 4.1318
H: -0.5968 -1.2147 3.3780
H: 2.8470 -1.0909 1.7328
Br: -2.3637 0.8992 0.1904
C: -1.1589 0.1626 -1.1945
C: 0.0360 1.1753 -1.4084
Br: 1.0589 0.3890 -2.9898
H: -1.8861 0.1137 -2.0050
H: -0.9457 -0.9036 -1.1180
H: 0.6262 1.2745 -0.4974
H: -0.2777 2.1838 -1.6779
C: -4.1102 3.0975 -4.4698
C: -3.6977 2.4801 -3.1140
C: -2.8431 3.5624 -2.3557
C: -3.5377 4.8077 -1.8797
N: -4.0815 5.8220 -1.5029
H: -4.6770 2.3984 -5.0847
H: -3.2469 3.4548 -5.0313
H: -4.7994 3.9419 -4.4570
H: -3.1568 1.5837 -3.4175
H: -4.5683 2.1862 -2.5275
H: -1.9933 3.8607 -2.9696
H: -2.2833 3.1282 -1.5274
C: -4.6327 -3.9900 2.4892
C: -3.7591 -2.7165 2.4753
C: -3.5219 -2.4564 0.9635
C: -3.1543 -3.5307 0.0565
N: -2.7811 -4.3606 -0.6580
H: -4.6711 -4.2189 3.5542
H: -4.0154 -4.7001 1.9389
H: -5.6210 -4.0010 2.0294
H: -2.7767 -2.9029 2.9092
H: -4.0665 -1.8147 3.0049
H: -2.9318 -1.5446 0.8720
H: -4.4852 -2.1331 0.5690
C: -0.6160 7.7957 2.2435
C: 0.5512 6.8595 2.5734
C: 0.1945 5.3760 2.4422
C: -0.0056 4.9315 1.0501
N: -0.1893 4.5680 -0.0597
H: -0.3380 8.8384 2.3970
H: -1.4304 7.4685 2.8899
H: -0.7612 7.5415 1.1936
H: 0.8225 6.9863 3.6214
H: 1.3962 6.9916 1.8976
H: -0.8406 5.2099 2.7404
H: 0.8358 4.6875 2.9925

Mulliken atomic charge list, values in e, 2 entries: -0.783 0.225

=====

Formula: C23H46Cl2O44S11
Source: the Open Molecules 2025 dataset
Level of theory: wB97M-V/def2-TZVPD

The total energy comes out at -258891.444 eV. As for the spin multiplicity: 2. Its total charge is +1. The frontier orbital gap (alpha / beta) is 9.21 / 2.89 eV.

Cartesian coordinates (Å):
C: 4.8080 2.3014 -2.7315
C: 3.9833 1.0226 -2.8802
O: 2.7206 1.4016 -2.3651
S: 2.5637 3.0637 -2.2601
O: 1.7616 3.4474 -1.1196
O: 2.2969 3.7000 -3.5712
O: 4.1947 3.0411 -1.7707
H: 4.9153 2.8219 -3.6831
H: 5.8108 2.0313 -2.4005
H: 4.3524 0.2092 -2.2556
H: 3.9257 0.6594 -3.9063
C: -7.3633 -1.0209 2.5219
C: -8.1162 -0.6423 1.2636
O: -7.1611 -0.0274 0.3841
S: -5.6158 -0.4291 0.7295
O: -4.7989 0.7487 1.0896
O: -5.0448 -1.2398 -0.3914
O: -6.0507 -1.4197 1.9984
H: -7.8487 -1.8461 3.0430
H: -7.2180 -0.1829 3.2036
H: -8.9405 0.0362 1.4834
H: -8.5438 -1.4271 0.6396
C: 0.3355 -0.9428 -3.5543
C: -0.6524 -0.1788 -4.5011
O: -0.4504 -0.7028 -5.8628
S: 0.9246 -1.7302 -5.8656
O: 1.8253 -1.1802 -6.8963
O: 0.3225 -3.0787 -5.7779
O: 1.4173 -1.3934 -4.3435
H: -0.2192 -1.8220 -3.2266
H: 0.5781 -0.3082 -2.7019
H: -0.4511 0.8825 -4.6470
H: -1.6568 -0.2748 -4.0887
C: -1.9709 0.5590 -0.0457
C: -1.5638 0.9187 1.3315
O: -0.5307 0.0218 1.5468
S: 0.5440 -0.2039 0.3048
O: 0.8153 -1.6083 0.1144
O: 1.6335 0.7465 0.3083
O: -0.7302 0.3739 -0.7052
H: -2.6661 1.2733 -0.4869
H: -2.4682 -0.4100 -0.0884
H: -2.3570 0.8112 2.0714
H: -1.1990 1.9345 1.4833
C: -2.6097 0.2664 6.6218
C: -1.9442 0.1922 5.2498
O: -2.9048 -0.5694 4.4797
S: -4.4444 -0.2768 4.9321
O: -5.2191 -1.5306 5.2102
O: -5.1179 0.7902 4.1859
O: -3.9990 0.3996 6.4214
H: -2.1933 1.1078 7.1756
H: -2.3183 -0.6765 7.0846
H: -1.0251 -0.3856 5.1520
H: -1.7698 1.2063 4.8904
C: 0.8000 -2.9429 3.5298
C: 0.8797 -4.2921 2.8231
O: 1.5283 -5.0597 3.8143
S: 2.3278 -4.1806 5.0229
O: 3.7713 -4.4463 5.0550
O: 1.6631 -4.3454 6.3003
O: 1.9322 -2.7739 4.2661
H: -0.0396 -2.7719 4.2036
H: 0.8294 -2.0855 2.8574
H: 1.5083 -4.1524 1.9437
H: -0.1530 -4.5811 2.6282
C: 6.4453 -0.0089 0.7408
C: 5.2321 0.6194 1.4464
O: 4.5650 -0.3701 2.1007
S: 4.6442 -1.8057 1.2822
O: 3.6925 -1.8317 0.1917
O: 4.7664 -2.8963 2.2897
O: 6.1015 -1.3632 0.5318
H: 7.3988 -0.1728 1.2428
H: 6.6971 0.3690 -0.2502
H: 4.5249 0.9888 0.7038
H: 5.3838 1.5128 2.0522
C: -0.9027 8.0772 0.7611
C: -0.7193 7.8042 -0.7251
O: -0.3569 6.4292 -0.7756
S: -0.5946 5.5212 0.6522
O: 0.5934 5.3723 1.4669
O: -1.4106 4.3675 0.4588
O: -1.4104 6.7907 1.2302
H: -1.6629 8.6981 1.2350
H: 0.0247 8.3171 1.2814
H: 0.0396 8.4621 -1.1486
H: -1.5488 7.9978 -1.4052
C: 2.5923 -4.7512 -0.8843
C: 3.0406 -3.7103 -1.9316
O: 4.3612 -3.5637 -1.7734
S: 5.1663 -4.8318 -1.1287
O: 6.3600 -4.4790 -0.3593
O: 5.2395 -5.9505 -2.0609
O: 3.7702 -5.0932 -0.1855
H: 2.3009 -5.7066 -1.3207
H: 1.7803 -4.3660 -0.2676
H: 2.4057 -2.8252 -1.9705
H: 2.8035 -4.1901 -2.8811
C: -1.1973 4.2887 -3.1781
C: -2.3522 5.2355 -3.4540
O: -3.4535 4.4504 -3.8564
S: -3.4333 2.9339 -3.0635
O: -3.7434 1.9012 -4.0317
O: -4.1486 2.9960 -1.7787
O: -1.7795 3.0472 -2.7152
H: -0.5868 4.7749 -2.4172
H: -0.6995 3.8987 -4.0659
H: -2.1024 6.0804 -4.0956
H: -2.4980 5.7319 -2.4946
C: -0.9638 -4.6919 -3.4552
C: -2.1802 -5.4239 -2.8899
O: -2.4264 -4.7790 -1.6405
S: -1.2638 -3.8604 -0.9222
O: -0.7375 -4.5530 0.2736
O: -1.6810 -2.4513 -0.8822
O: -0.3287 -4.1043 -2.3379
H: -1.2002 -3.8603 -4.1190
H: -0.2732 -5.2850 -4.0548
H: -1.9192 -6.4760 -2.7755
H: -3.0269 -5.2459 -3.5528
C: 2.5747 2.5656 3.0249
Cl: 1.2549 3.1988 4.1263
Cl: 4.1358 3.4535 3.1428
H: 2.8816 1.5741 3.3580
H: 2.2108 2.3611 2.0180

Mulliken atomic charge list, values in e, 2 entries: -0.634 0.054